{"formula": "C9H15AuBF4N3OS", "method": "ωB97M-V/def2-TZVPD", "relative_energy_kcal_mol": 0.0, "homo_energy_ev": [-5.2, -5.2], "lumo_ha": [0.1032, 0.1030], "max_force_ha_per_bohr": 0.053, "multiplicity": 2, "orbital_gap_ev": [7.988, 7.985], "total_charge": -1, "elements": ["Au", "S", "F", "F", "F", "F", "O", "N", "N", "N", "C", "C", "C", "C", "C", "C", "C", "C", "C", "B", "H", "H", "H", "H", "H", "H", "H", "H", "H", "H", "H", "H", "H", "H", "H"], "positions_angstrom": [[11.45591, 7.26244, 5.23484], [11.99568, 5.18504, 5.90450], [10.94434, 9.15900, 4.35329], [10.11640, 9.79386, 6.39554], [11.80302, 10.94025, 5.52845], [9.65569, 11.07702, 4.54827], [13.14660, 5.71557, 3.18735], [7.06183, 6.67401, 4.88477], [14.06066, 5.47507, 4.09303], [6.80350, 9.11087, 6.35864], [8.11564, 5.82412, 5.52254], [6.74029, 9.12799, 4.83738], [16.03678, 4.76139, 5.93331], [15.40013, 5.43978, 3.76155], [7.43227, 4.80739, 6.37254], [7.57849, 7.95239, 4.24794], [14.72556, 4.79788, 6.32222], [16.34514, 5.09349, 4.63974], [13.72518, 5.22464, 5.41430], [10.61137, 10.30535, 5.23997], [8.76833, 6.48374, 6.16769], [14.44012, 4.56722, 7.31907], [8.68196, 5.40116, 4.67658], [7.54697, 7.93936, 3.16377], [6.73241, 5.06455, 7.14461], [6.20056, 9.79805, 6.78039], [6.48064, 6.91602, 5.68677], [16.76882, 4.38785, 6.67237], [7.06304, 10.08953, 4.42997], [15.61840, 5.70616, 2.76685], [7.55918, 3.76227, 6.20347], [8.61284, 8.06837, 4.59267], [5.73566, 9.02769, 4.42560], [7.75304, 9.47714, 6.56111], [17.37805, 5.03266, 4.26600]], "forces_ev_per_a": [[-0.1, 0.1, -0.3], [1.2, 0.0, -0.2], [-0.1, 0.2, 0.0], [-1.0, -0.6, 1.0], [0.1, 0.5, -0.4], [0.6, -0.3, 0.3], [1.4, -0.1, 1.1], [0.2, 0.3, -0.3], [-0.4, -0.1, 0.1], [1.1, 0.1, -1.4], [-0.5, 0.9, -0.4], [0.3, -0.1, 0.1], [0.3, -1.0, 1.6], [-2.2, 0.4, -0.2], [0.5, 0.0, -0.4], [-0.5, -0.4, 2.6], [-0.5, 1.0, -1.3], [2.4, -0.4, -0.1], [-0.8, -0.7, 0.1], [0.2, 0.5, -0.8], [-0.2, -0.6, -0.6], [-0.3, -0.2, 0.6], [0.2, -0.1, 0.8], [-0.1, -0.1, -0.1], [-0.1, 0.4, 0.2], [-0.5, 0.2, -0.2], [0.0, 0.5, -0.5], [-0.2, 0.4, -0.7], [0.4, -0.1, 0.0], [0.0, 0.2, -1.0], [0.2, -0.5, -0.1], [0.1, 0.2, -0.3], [-0.4, -0.3, 0.6], [-0.6, -0.5, 0.0], [-0.5, 0.1, 0.3]], "mulliken_charge": [0.428, -0.441, -0.509, -0.357, -0.341, -0.376, -0.670, -0.610, 0.493, -0.645, 0.233, -0.732, -0.187, -0.321, -0.947, 0.274, -0.713, -0.508, 0.355, 0.623, 0.000, 0.414, 0.228, 0.319, 0.336, 0.234, 0.360, 0.311, 0.412, 0.439, 0.306, -0.357, 0.421, 0.219, 0.307]}